Here is C8H25BF4N2O3 as an isolated structure in a non-equilibrium geometry from the Open Molecules 2025 dataset. Energies are from wB97M-V/def2-TZVPD.

Computed properties:
LUMO energy: 0.530 eV
Net charge: 0
E_HOMO: -9.06 eV
Kohn-Sham gap: 9.59 eV

Cartesian coordinates (Å):
F  2.3594  2.2570  0.1817
F  1.6241  3.7903  1.4454
F  0.1005  2.7828  0.2085
F  1.1465  1.7215  2.0244
O  0.6613  0.6164  0.3180
O  -0.7220  -0.5976  1.1953
O  1.4642  -3.0087  -0.9825
N  1.0827  0.7371  -1.8769
N  -1.1285  1.4864  -0.9369
C  0.6611  -3.9985  -0.2715
C  -1.9988  0.0564  0.8877
C  0.6918  -1.7796  -1.3580
C  1.6999  -0.5983  -1.5233
C  -1.7884  1.5455  0.3851
C  2.5897  -0.4368  -0.3263
C  -3.0538  2.2610  0.0710
C  -0.8721  -1.6877  2.1411
B  1.2802  2.6233  0.9799
H  -0.2885  0.6563  0.1840
H  0.6846  0.6189  -2.7975
H  1.1227  0.7878  -0.5062
H  -1.3153  2.0960  1.1983
H  -2.8726  3.1886  -0.4721
H  -0.1098  -1.5404  -0.6591
H  0.1800  -2.1268  -2.2556
H  0.9166  1.2060  1.0313
H  -1.3135  2.4259  -1.2579
H  -3.6216  2.5377  0.9592
H  0.3815  -3.5430  0.6785
H  -1.7577  1.0150  -1.5709
H  1.2269  -4.9144  -0.1013
H  -3.7873  1.7602  -0.5609
H  3.1225  -1.3876  -0.3131
H  3.3038  0.3866  -0.3108
H  -1.2059  -1.3754  3.1306
H  -2.4460  -0.4766  0.0486
H  -0.1448  -4.3765  -0.9005
H  1.9772  -0.3205  0.5678
H  -1.4284  -2.5794  1.8520
H  1.8689  1.3097  -2.1491
H  -2.7620  0.0338  1.6655
H  2.3645  -1.0012  -2.2875
H  0.1068  -2.1512  2.2637

Here is an isolated ion of composition C5H12NO and charge -1 in a non-equilibrium geometry from the Open Molecules 2025 dataset. Energies are from wB97M-V/def2-TZVPD.

Computed properties:
LUMO energy: 4.076 eV
Net charge: -1
SMILES string: CCNCCC[O-]
Energy relative to the best compared isomer or geometry (same formula, charge and spin): 43.86 kcal/mol
E_HOMO: -2.71 eV
Kohn-Sham gap: 6.78 eV

Cartesian coordinates (Å):
O  -1.4839  -0.3418  -1.5438
N  0.5181  0.3837  -0.0063
C  -1.1862  -1.2716  0.6885
C  0.2832  -0.9965  0.5822
C  -1.6071  -1.4575  -0.7952
C  1.1179  1.3438  0.8679
C  2.1951  2.1956  0.1867
H  2.8738  2.8228  0.7736
H  0.3405  2.0604  1.1603
H  -0.0756  0.1115  -0.9055
H  -1.7621  -0.5453  1.2663
H  2.7591  1.6390  -0.5922
H  0.6509  -0.9349  1.6201
H  -2.6441  -1.9213  -0.8194
H  -0.9867  -2.3366  -1.1418
H  1.5441  0.9194  1.8092
H  0.9155  -1.7854  0.1782
H  1.6197  2.9237  -0.4393
H  -1.3173  -2.1811  1.2896

Here is C24H32NOPm as an isolated structure in a non-equilibrium geometry from the Open Molecules 2025 dataset. Energies are from wB97M-V/def2-TZVPD.

Computed properties:
LUMO energy (spin up / spin down): 4.599 / 4.599 eV
Net charge: -2
E_HOMO (spin up / spin down): 1.98 / 1.97 eV
Kohn-Sham gap (spin up / spin down): 2.62 / 2.63 eV
Spin multiplicity: 5

Cartesian coordinates (Å):
Pm  -0.2684  -0.3056  0.5541
O  -2.2761  -0.4913  -0.2773
N  3.0240  3.3133  -0.6492
C  -0.7475  3.7661  -2.7711
C  0.2153  0.3808  3.1383
C  -3.3019  -3.1142  -0.1427
C  -0.0303  1.6258  -1.1049
C  -0.7093  -0.7048  3.1993
C  0.6106  2.8466  -0.9665
C  -3.2039  -1.4960  -0.6251
C  -0.4412  1.4922  2.5252
C  1.3458  -2.1759  -0.6926
C  1.2671  -2.6424  0.6550
C  2.1164  -0.9788  -0.6960
C  3.6851  2.2683  -1.3716
C  -1.5181  -4.8810  -0.6279
C  0.2186  3.9323  -1.7793
C  -1.3429  2.5175  -2.9394
C  -1.7749  1.0912  2.2141
C  1.9925  -1.7370  1.4731
C  -2.3532  -4.1539  0.3367
C  -0.9265  1.4334  -2.1282
C  1.7536  3.0543  -0.0001
C  3.3528  4.6578  -1.0245
C  -1.9365  -0.2648  2.6232
C  2.5135  -0.7024  0.6480
C  -2.1474  -4.2942  1.7838
H  1.5476  3.9381  0.6304
H  1.2306  0.3799  3.5273
H  3.1420  1.9774  -2.2926
H  -2.7069  -3.5211  2.3341
H  -1.0275  4.6106  -3.4102
H  -2.8458  -0.8633  2.5367
H  -1.3163  -4.2810  -1.5313
H  4.6819  2.6336  -1.6611
H  -2.5281  1.7090  1.7210
H  -0.0160  2.4826  2.3663
H  1.8828  2.1715  0.6539
H  -1.3713  0.4514  -2.3146
H  0.9349  -2.6779  -1.5714
H  -3.1891  -1.5435  -1.7291
H  -1.0785  -4.2458  2.0567
H  0.7035  4.9014  -1.6311
H  -0.5234  -1.6920  3.6266
H  2.1594  -1.8414  2.5454
H  -2.1191  2.3635  -3.6881
H  3.7908  1.3709  -0.7447
H  0.8094  -3.5776  0.9830
H  4.4487  4.7476  -1.0720
H  -2.5132  -5.2767  2.1184
H  2.3707  -0.3833  -1.5714
H  -0.5648  -5.1859  -0.1672
H  2.9506  4.9290  -2.0195
H  -3.7525  -3.5141  -1.0764
H  -2.0215  -5.8062  -0.9536
H  -4.1275  -3.0536  0.5965
H  2.9494  5.3580  -0.2791
H  3.1720  0.1039  0.9696
H  -4.1899  -1.1022  -0.3069

Here is C25H36N5NdO3S as an isolated structure in a non-equilibrium geometry from the Open Molecules 2025 dataset. Energies are from wB97M-V/def2-TZVPD.

Computed properties:
LUMO energy (spin up / spin down): 0.382 / 0.382 eV
Net charge: 0
Energy relative to the best compared isomer or geometry (same formula, charge and spin): 0.00 kcal/mol
E_HOMO (spin up / spin down): -6.58 / -6.59 eV
Kohn-Sham gap (spin up / spin down): 6.96 / 6.97 eV
Spin multiplicity: 4

Cartesian coordinates (Å):
Nd  0.4347  -0.3446  -0.0414
S  3.1217  0.0165  -1.3170
O  1.9974  -1.4483  1.4003
O  -0.8250  -2.2784  1.4194
O  1.7044  0.6915  1.6457
N  0.6977  -3.9163  1.2589
N  -2.3183  -0.1859  0.6744
N  0.8306  2.1370  -1.2796
N  -1.3692  0.4456  -2.0097
N  -0.7802  2.0541  0.8647
C  -0.1546  2.5631  -2.2612
C  4.8588  -0.0264  2.3670
C  -1.6613  -4.5186  1.3614
C  0.6287  -5.9349  -0.2236
C  4.3233  0.1091  -0.0104
C  -2.6754  0.8811  -1.5328
C  -2.5881  0.7333  1.7651
C  -1.8365  -5.2492  0.0272
C  3.9468  -0.0679  1.3251
C  -0.5564  -3.4918  1.3328
C  0.2514  -2.2063  -1.7707
C  -0.0735  3.1773  0.7183
C  -0.7393  1.3537  -2.9680
C  6.1988  0.1996  2.0921
C  6.5968  0.3835  0.7723
C  -1.8580  2.0500  1.6383
C  1.1007  3.1016  -0.2254
C  -2.2781  3.1826  2.3262
C  -3.1917  -0.0914  -0.4893
C  5.6773  0.3375  -0.2608
C  -0.4198  4.3470  1.3777
C  2.4938  -0.2926  1.5366
C  1.1112  -5.3029  1.0754
C  -1.5347  4.3418  2.1998
C  -0.8312  -6.3736  -0.1920
H  -2.2917  -1.1332  1.0327
H  -3.4092  0.9624  -2.3511
H  0.0605  0.8012  -3.4693
H  0.7960  -5.2265  -1.0376
H  1.3136  4.1120  -0.6077
H  -2.8477  -5.6595  -0.0024
H  -4.2204  0.1756  -0.2036
H  0.2723  3.2571  -2.9999
H  -3.2392  -1.0897  -0.9372
H  6.0014  0.4774  -1.2842
H  1.4119  -3.1911  1.2384
H  0.1667  5.2437  1.2323
H  -1.4323  -0.4855  -2.4131
H  -1.4432  1.6796  -3.7488
H  -1.7714  -4.5274  -0.7913
H  2.2007  -5.2819  1.1075
H  -1.8319  5.2420  2.7216
H  6.9251  0.2343  2.8920
H  0.7887  -5.8983  1.9375
H  -1.0751  -6.8902  -1.1224
H  4.5244  -0.1686  3.3859
H  7.6395  0.5635  0.5432
H  1.7197  1.8642  -1.7066
H  1.2544  -6.8076  -0.4251
H  -2.5658  -3.9774  1.6375
H  -3.6647  0.9283  1.8882
H  -0.6605  -2.8220  -1.7972
H  -2.2552  0.2531  2.6908
H  -3.1684  3.1483  2.9384
H  -1.4565  -5.2487  2.1502
H  1.1019  -2.8890  -1.6397
H  -0.9436  3.1174  -1.7460
H  1.9819  2.7542  0.3214
H  -0.9593  -7.1141  0.6066
H  -2.5760  1.8781  -1.1008
H  0.3780  -1.7909  -2.7840

Here is a 3-piece molecular cluster, C5H12O2 overall from the Open Molecules 2025 dataset. Energies are from wB97M-V/def2-TZVPD.

Computed properties:
LUMO energy: 0.624 eV
Net charge: 0
SMILES string: C=CCC.C=O.O
Energy relative to the best compared isomer or geometry (same formula, charge and spin): 46.21 kcal/mol
E_HOMO: -9.84 eV
Kohn-Sham gap: 10.46 eV

Cartesian coordinates (Å):
O  -0.5581  0.6615  2.2363
O  -2.9977  0.8010  0.8032
C  -0.4687  0.3914  -1.7589
C  0.4444  -0.3943  -1.1922
C  1.7464  0.0693  -0.5987
C  -2.7769  -0.2110  0.1782
C  2.1059  -0.6418  0.7081
H  3.0914  -0.3230  1.0642
H  -0.0762  1.3586  1.7756
H  0.2767  -1.4739  -1.1742
H  -0.3475  1.4723  -1.8035
H  -1.3631  -0.0155  -2.2264
H  2.5391  -0.1160  -1.3376
H  -1.9784  -0.9134  0.4678
H  -1.4829  0.8165  1.9784
H  2.1445  -1.7277  0.5594
H  1.3634  -0.4367  1.4857
H  1.7136  1.1571  -0.4519
H  -3.3757  -0.4743  -0.7136

Here is the molecule CH4N2O2 in a non-equilibrium geometry from the Open Molecules 2025 dataset. Energies are from wB97M-V/def2-TZVPD.

Computed properties:
LUMO energy: 0.452 eV
Net charge: 0
SMILES string: CN[N+](=O)[O-]
Energy relative to the best compared isomer or geometry (same formula, charge and spin): 102.77 kcal/mol
E_HOMO: -10.47 eV
Kohn-Sham gap: 10.92 eV

Cartesian coordinates (Å):
O  1.0838  -2.0833  -0.4457
O  -0.2330  -1.3254  1.1644
N  0.3941  -1.2527  0.0846
N  0.2614  -0.0259  -0.6559
C  -0.4355  0.9093  0.0038
H  -1.6081  0.4637  0.3705
H  -0.4741  1.9307  -0.4247
H  -0.0887  1.2935  0.9222
H  1.1001  0.0901  -1.0193